Record 1
C56H75As3BrN4OPTeV as an isolated structure at a distorted geometry, computed with ωB97M-V with the def2-TZVPD basis set.

Computed properties:
* energy relative to the best compared isomer or geometry (same formula, charge and spin): 141.2 kJ/mol
* net charge: +2
* E: -362112.598 eV
* expectation value of S²: 0.7610
* 2S+1: 2
* LUMO energy (spin up / spin down): -0.15932 / -0.15316 Eh
* orbital gap (spin up / spin down): 7.6669 / 7.3051 eV

```
143
C56H75As3BrN4OPTeV ωB97M-V with the def2-TZVPD basis set
C -1.22617 -4.53257 -4.76668
Br 2.35513 -2.61811 3.61755
H 0.82674 -2.83252 -6.83024
H 4.12350 -2.76991 -1.75533
C -1.92766 1.32486 7.27177
C -4.88869 2.00180 -5.46455
H 1.34226 4.07086 1.79901
C 6.03358 1.15279 0.42111
H 3.45150 2.64852 3.89266
H 3.75280 1.14383 4.77133
H 0.92455 3.63411 4.13696
H -2.14470 -3.59573 -1.80530
C -5.86136 2.75359 -6.33015
H 0.69911 3.28789 -0.50105
C 0.77423 0.38569 -1.51488
C 6.80882 0.04271 0.79586
C -4.44479 0.18060 -3.90471
C -3.08575 0.55497 -3.88834
C -5.08764 -0.92996 -3.09163
C 4.78324 1.32982 1.04735
H -0.15847 -0.21409 -6.41847
H 0.20577 -6.40257 -0.69932
H -2.73048 -0.35530 2.00998
V 1.01872 0.30658 1.59634
C 1.08353 0.09548 5.54862
H -6.64805 3.19962 -5.71860
C -2.55774 -3.88095 -2.77526
C 3.17160 -1.67186 -0.18562
H 3.50921 -4.75128 2.00577
H 6.94735 -1.61770 2.14352
C -1.25240 3.39602 2.51155
C -0.34593 -3.12218 1.29496
H -4.38996 -1.59549 -2.59474
C 1.72758 0.72632 -2.62741
C -0.23718 -1.96941 -5.19612
H 1.38747 -0.66717 -5.71612
C 6.35995 -0.77920 1.79283
C -1.14301 3.02390 3.99551
C 2.77526 4.96158 0.47461
H -3.01732 2.83519 0.18508
H -2.73759 1.63083 3.47175
H 2.82828 2.44058 5.54647
Te -1.87273 -0.79653 -2.72814
H 0.46952 -6.27244 -6.16736
H 7.76738 -0.12349 0.31753
H -1.00164 5.13909 4.49575
C -2.64823 1.69464 -4.57611
H -2.69023 1.19120 -0.38372
As -3.22145 1.85631 5.89515
H 3.10215 -0.75037 -0.74527
H -1.65518 -1.12886 4.27180
H -1.40033 0.41239 6.99016
C 3.75411 -2.79529 -0.73849
H 1.00320 0.75774 6.40640
C 3.03490 1.94069 4.60222
N 2.81663 2.73071 1.37433
H -5.71878 -0.48983 -2.31774
H -1.32187 3.34662 -4.29949
As -0.84781 2.03477 1.13925
H -0.83037 -5.83011 -7.26452
N 2.67229 -1.63480 1.05785
C 0.30647 2.78668 4.44497
H -2.12971 -0.77308 0.39254
H -2.28526 3.69067 2.32173
C 0.03426 -3.08330 -0.04774
C -3.55881 2.38619 -5.36377
H -0.47448 -6.49188 1.67474
H -2.47277 1.14320 8.19806
H 4.36521 5.51137 -0.84459
H 0.17952 -2.11921 -0.52538
H -1.40901 0.89037 4.34779
H -0.79552 -4.42561 2.95452
H 1.28471 1.41187 -3.34210
C 3.85798 -3.94187 0.03371
H 0.14636 0.08354 -4.70840
H -4.50903 0.01261 4.67513
H 4.75653 -1.11911 3.18696
C 0.23926 -4.25415 -0.76324
N 4.32776 0.48374 1.99150
C 2.83509 -2.72752 1.78775
As 1.36441 1.18572 3.94568
H 0.54452 -4.21003 -1.80384
H -2.65680 4.50708 4.52524
C -0.32849 -5.53433 1.18896
C -0.37250 3.20591 -0.35859
N -0.47510 0.00842 -1.60257
H -5.36878 3.54613 -6.88927
C 0.05202 -5.48449 -0.14414
C 5.83861 3.25823 -0.73942
H -2.88375 -2.02130 1.42098
C -1.12235 -2.22037 -4.14685
C -1.26845 -2.01929 3.78202
H -6.35347 0.62299 -4.73443
O 1.29328 0.51764 -0.34437
P -0.61791 -1.51534 2.14515
H -0.79938 4.19563 -0.20737
H -3.37363 1.45439 1.23383
H -6.34605 2.07947 -7.03769
H 6.23378 4.02040 -1.40189
C 5.11611 -0.50204 2.36932
H -3.53566 -3.40792 -2.89252
H -0.52039 -2.48043 4.42171
C 2.25931 3.91722 1.24674
C -2.25624 -1.12954 1.40882
C -4.00939 0.07574 5.64299
H 2.25480 5.90931 0.42545
C -0.34974 -4.31475 -5.82697
H 2.61294 1.19545 -2.20329
H -1.61490 -5.53276 -4.60063
C 3.93155 4.74025 -0.21760
H -1.54324 4.13095 5.84041
H 0.77523 -5.12199 -7.47739
C 0.31617 -0.61049 -5.51859
C -1.61710 4.27453 4.76016
H 0.32401 2.77502 5.53494
C -5.30773 0.91665 -4.70606
H -5.72917 -1.53821 -3.72810
H -0.75598 1.83829 -3.59688
H 0.19832 -0.53400 5.49077
H 2.02948 -0.17930 -3.15316
C -1.62209 -3.51937 -3.91078
C -2.03464 1.78121 4.29521
H -0.80933 2.77557 -1.26024
H -3.26630 -0.71889 5.72396
C 4.01387 2.53150 0.75885
C -2.68906 1.84151 0.48430
H 1.95606 -0.54232 5.67894
C 0.04465 -5.44382 -6.73771
C 6.52123 2.12284 -0.51436
C 0.13915 -3.03119 -6.01405
H -3.20976 3.26057 -5.90488
H -2.09494 -2.71173 3.62817
C -1.26335 2.26780 -4.45128
H -4.76072 -0.08029 6.41628
H 4.30356 -4.84477 -0.36426
H -2.72107 -4.95673 -2.75891
H -1.20552 2.12073 7.46049
H -0.64011 4.27396 2.30323
C 3.40933 -3.90464 1.34234
C 4.58944 3.50696 -0.07972
C -0.51972 -4.36012 1.90918
H -0.66991 2.09898 -5.34952
H 7.47554 1.94423 -0.99661
```

Atom charges from the Mulliken analysis, given in e for atoms 1 to 4: number 1, C, carries -0.850; number 2, Br, carries 0.111; number 3, H, carries 0.418; number 4, H, carries 0.579



Record 2
One molecule with the formula C4H7NO, computed with ωB97M-V with the def2-TZVPD basis set.

Computed properties:
* SMILES: O[C@H]1C[C@H]2N[C@@H]12
* energy relative to the best compared isomer or geometry (same formula, charge and spin): 253.5 kJ/mol
* E: -7797.017 eV
* 2S+1: 1
* LUMO energy: 0.03830 Eh
* orbital gap: 10.4473 eV

```
13
C4H7NO ωB97M-V with the def2-TZVPD basis set
H 0.75229 0.23089 2.07979
H -0.43068 1.58567 -1.13152
H 1.94851 0.50565 -0.50961
H -0.48417 -1.11987 -1.76684
N 0.77213 -1.18499 0.34504
C 0.95850 0.16494 -0.22350
H 1.66958 -1.49285 0.71584
O -0.80998 -0.22356 -1.93505
H -1.75495 -0.52552 0.62383
C 0.33401 -0.00384 1.10662
C -1.05448 0.31230 0.56589
H -1.51291 1.21856 0.97086
C -0.38785 0.53261 -0.84134
```

Atom charges from the natural (NBO) analysis, given in e for atoms 1 to 4: number 1, H, carries 0.210; number 2, H, carries 0.182; number 3, H, carries 0.210; number 4, H, carries 0.478



Record 3
C34H44N8O4SSbSi3Sn as an isolated structure, computed with ωB97M-V with the def2-TZVPD basis set.

Computed properties:
* energy relative to the best compared isomer or geometry (same formula, charge and spin): 11.3 kJ/mol
* net charge: -1
* E: -102922.516 eV
* 2S+1: 1
* LUMO energy: 0.04358 Eh
* orbital gap: 6.7973 eV

```
96
C34H44N8O4SSbSi3Sn ωB97M-V with the def2-TZVPD basis set
C 2.96229 -4.49202 3.18785
C 1.04431 4.65914 -0.07409
H 1.16274 -0.95121 5.14201
H 0.52334 -5.15136 1.41856
H 1.97428 -1.41839 -3.77512
H 1.45538 9.70621 0.37924
C 1.11664 -1.98549 2.60968
C -0.22278 6.84620 -0.10128
Sn -0.08504 0.21944 -0.09012
C -0.49825 1.72853 4.02343
C 4.10669 1.73049 0.30583
H -2.28086 5.13119 -0.28223
C 0.64686 9.01090 0.17355
C 3.08756 0.91011 0.82561
H 3.06484 2.34404 -2.45244
H -0.62382 -2.75976 -0.26090
H 1.94643 2.72396 -0.02560
H -1.38656 -2.81483 4.58803
H 4.44468 -1.88108 3.89050
H -2.04032 -1.56655 3.51636
C 1.60400 -1.34932 -2.74764
C -0.16786 -4.87894 2.21968
N -5.26871 -0.45300 -0.98781
O -3.11644 9.45145 -2.16144
C 3.54347 1.73133 2.94134
H 3.28960 1.68580 3.99755
H -2.00714 -3.56344 0.46468
H 4.33958 1.71341 -0.74960
C -0.57382 1.32258 2.71347
H 2.25135 -5.27863 2.95118
C 0.87351 7.64316 0.19200
O -2.46913 0.72148 0.58656
C 4.82251 2.56889 1.13991
H 3.99379 -2.52297 5.46249
H 2.61060 1.35384 -3.83609
H 5.06677 3.23117 3.18600
C -4.80007 -0.41994 0.06185
H 4.57859 -1.72116 -1.81088
C 3.62374 -1.95733 4.60134
C -1.53550 8.69146 -0.32850
H -2.16316 2.63106 -0.24937
H 4.81840 -2.66119 1.80186
C 0.62398 -0.64432 3.08517
C -1.33178 4.61642 -0.21275
C 2.25439 0.02448 -0.02081
H 3.62913 -4.87631 3.96659
H 0.18191 -5.32347 3.14837
H 3.57427 -4.31921 2.30345
H 4.64310 -0.70632 -3.24541
C -4.86753 -1.01161 2.46538
H -1.89181 -1.81852 0.54749
N -3.04014 0.17436 1.59708
H 4.47637 -0.94281 2.13828
O -4.09178 8.36516 -0.19451
H -1.13369 -5.33438 1.98236
C 1.02673 3.28174 -0.06991
H 1.91357 -3.99970 6.09150
C 1.19552 -3.54663 5.40118
H 0.55396 -1.05862 -2.79821
H -0.96490 2.65318 4.32971
H 1.65473 -2.34841 -2.31080
N -1.41468 7.36687 -0.35758
C 2.42301 1.52190 -2.77183
C -1.26851 3.23882 -0.20365
C 0.69329 -0.28844 4.43811
C -4.20406 -0.38315 1.36521
H 1.38668 1.85774 -2.67996
C 4.45504 -0.69481 -2.16816
Sb 2.34764 -2.01708 0.74491
H 5.60372 3.19812 0.73038
H 0.22862 1.13525 5.96054
H 0.67008 -2.76217 5.94555
Si 2.69298 -0.10195 -1.85408
C 4.38298 -1.74435 1.41227
H -1.12821 1.90850 1.99588
C -0.15629 5.35927 -0.12911
H -2.64824 -3.20958 3.41782
N -5.41028 -1.51998 3.34361
O -3.21667 10.64060 -0.02141
H 3.38842 -0.95067 4.94315
Si 2.17288 -2.93885 3.90219
H 1.84819 7.24411 0.43233
S -3.18607 9.37049 -0.71227
C -1.30389 -2.73403 0.59319
C -1.74415 -2.61620 3.57750
H 1.99930 5.16364 -0.03685
N -0.10492 2.56983 -0.11636
N -0.53694 9.54348 -0.08319
N 2.85104 0.92172 2.15108
H 5.22861 -0.08357 -1.69996
H 4.91919 -1.45950 0.50611
H 0.46079 -4.31053 5.14815
C 0.15559 0.88916 4.90832
N -0.02412 0.19243 2.24378
Si -0.48727 -3.02485 2.25853
C 4.53649 2.58926 2.49668
```

Atom charges from the Mulliken analysis, given in e for atoms 1 to 4: number 1, C, carries -1.216; number 2, C, carries -1.184; number 3, H, carries 0.481; number 4, H, carries 0.298



Record 4
A 2-piece molecular cluster, C16H23ClF5N3O4PSi overall at a distorted geometry, computed with ωB97M-V with the def2-TZVPD basis set.

Computed properties:
* net charge: -1
* E: -72900.787 eV
* 2S+1: 1
* LUMO energy: 0.03328 Eh
* orbital gap: 1.9688 eV

```
54
C16H23ClF5N3O4PSi ωB97M-V with the def2-TZVPD basis set
C 4.62925 2.33874 4.31359
H -3.08602 1.79645 1.46191
H -3.29650 -4.55076 0.61013
C 3.80130 1.01804 -0.66872
H -2.89906 2.72234 0.14073
F -2.72114 -4.89855 -3.00422
H -1.18588 -2.60080 -2.52732
C -0.95905 0.89625 0.37446
Cl -0.85723 3.82820 -1.79959
H 1.50892 3.56578 0.34765
C 2.03148 2.91527 1.05467
N -2.50405 0.89441 -1.61033
H 1.40742 2.83949 1.94451
H 4.51288 1.80589 -0.43967
H 0.17260 -2.17963 1.53142
C 2.42906 0.10421 1.99796
C -0.51683 -2.59639 0.81176
N -3.24013 1.81881 0.45607
O 4.26571 2.72236 3.12452
C -1.26239 -2.82118 -1.47467
O 1.65063 3.43006 -2.27975
H -3.50029 0.97338 -1.79869
H 4.29816 0.05870 -0.54210
F -3.84629 -3.09561 -2.71379
C -2.30713 -3.63346 -1.04250
O 5.64524 2.80072 4.89172
C -0.37232 -2.30198 -0.54347
F 0.87137 -1.47664 -2.36732
Si 2.29629 1.16188 0.44295
H -1.68216 -3.61998 2.27080
C 0.60822 2.86688 -2.18077
C 0.47629 1.38355 -2.31985
H -0.80446 1.93723 0.65301
P 0.45269 0.48828 -0.70979
H 2.98586 3.36606 1.32702
H 3.18481 -0.66578 1.89325
C -2.46489 -3.93758 0.30491
H 2.63520 0.77692 2.84312
C 0.72453 -1.39645 -1.00598
C -3.28402 -4.14624 -2.06073
C -1.55820 -3.41242 1.21772
H -3.92282 -0.28844 0.67126
H -0.36426 1.10492 -2.95036
N -3.03260 -0.50842 0.24012
O 3.85529 1.43897 4.84336
F 1.90986 -1.76453 -0.48735
C -2.40766 0.74467 -0.16357
H -2.15296 1.82166 -1.84220
H -3.28022 -1.00133 -0.61200
H 1.36447 1.04708 -2.84703
F -4.29551 -4.81485 -1.50716
H 1.44736 -0.35639 2.17075
H 3.50955 1.10394 -1.71750
H -0.87034 0.29627 1.27707
```

Atom charges from the natural (NBO) analysis, given in e for atoms 1 to 4: number 1, C, carries 0.928; number 2, H, carries 0.359; number 3, H, carries 0.230; number 4, C, carries -1.108